# 1
Below is a single C4H8N2O molecule, with properties calculated with ωB97M-V/def2-TZVPD.

Structure (XYZ):
```
15
Properties=species:S:1:pos:R:3:forces:R:3
C -0.41521 -1.02998 -1.23801 -0.516 -0.804 -0.513
H -2.34228 1.01705 1.52704 0.132 -0.075 -0.101
H -0.53407 -0.64114 1.34763 0.163 0.175 -0.037
H -2.58597 -0.18613 0.24583 0.297 0.066 0.007
N -0.52489 0.22698 0.81518 0.093 -0.133 0.036
C 1.73365 -0.36742 -0.21679 -0.206 -0.313 -0.073
C -1.92535 0.62429 0.59510 -0.081 0.118 -0.031
H -1.97823 1.42463 -0.14959 0.129 -0.061 0.121
O 2.59366 0.73789 -0.08496 -0.133 0.164 0.328
H 1.83917 -1.07470 0.61928 -0.104 0.137 -0.075
H 2.06687 -0.89026 -1.12032 -0.128 0.090 0.150
C 0.23971 0.01495 -0.41285 0.013 0.063 -0.087
H 0.25074 0.95838 -0.97306 -0.112 -0.185 -0.007
N -0.98102 -1.88482 -1.77511 0.556 0.802 0.434
H 2.56321 1.07028 0.82062 -0.104 -0.044 -0.152
```
Positions in Å, forces in eV/Å.

SMILES: CN[C@H](C#N)CO
Net charge: 0

# 2
Below is 2 unconnected molecules or ions with the total composition C3H10N2, with properties calculated with ωB97M-V/def2-TZVPD.

Structure (XYZ):
```
15
Properties=species:S:1:pos:R:3:forces:R:3
C -1.20103 0.48111 -0.47392 0.542 -0.488 -0.536
H 1.98490 -2.48713 0.08006 -0.009 -0.401 -0.039
H 2.65072 -0.57052 1.32372 0.109 0.200 -0.205
H -0.68327 -0.74501 1.14223 -0.045 -0.166 -0.086
H 2.36081 0.52825 -0.15302 0.077 0.180 -0.006
H 1.59665 -1.47007 -1.41675 0.237 -0.061 -0.050
H -1.42268 2.27299 0.59271 0.230 -0.141 -0.037
H -1.62957 0.02739 -1.37404 0.169 0.322 -0.123
C 2.33917 -0.45722 0.28717 -0.087 -0.073 0.319
N -1.64062 1.78851 -0.27092 -0.841 0.378 0.449
C 1.96703 -1.52649 -0.39899 -0.430 0.196 -0.007
H -2.23575 -0.07770 1.27494 -0.176 -0.186 -0.161
N -1.49299 -0.37441 0.64599 0.380 0.580 0.801
H -2.50051 2.11327 -0.69794 0.113 -0.014 -0.177
H -0.09286 0.49703 -0.56125 -0.268 -0.325 -0.144
```
Positions in Å, forces in eV/Å.

2S+1: 2
Expectation value of S²: 0.7573
Net charge: +1

Across the entries above, total energy takes the values -9304.47406; -6243.70709 eV, respectively.
Across the entries above, energy relative to the best compared isomer or geometry (same formula, charge and spin) takes the values 1.919; 1.123 eV, respectively.